(1)
11
Properties=species:S:1:pos:R:3 method="wB97M-V/def2-TZVPD" fmax_ha_per_bohr=0.0533 e_tot_ev=-73262.512 e_above_lowest_kj_mol=372.8 lumo_energy_ev="0.05 / 0.16" gap_ev="8.92 / 8.43"
H 0.518 -1.748 -2.081
C 0.443 -1.560 -0.953
H 0.492 0.812 1.816
H -0.766 2.290 2.193
Br -2.180 -0.493 -0.974
H -0.032 0.623 -1.168
H -0.220 -2.395 -0.512
H 1.304 -1.563 -0.182
C -0.302 -0.288 -0.785
H 0.617 2.444 0.922
C 0.126 1.877 1.726

(2)
16
Properties=species:S:1:pos:R:3 method="wB97M-V/def2-TZVPD" fmax_ha_per_bohr=0.0659 e_tot_ev=-16385.697 e_above_lowest_kj_mol=263.4 lumo_energy_ev="-5.72 / -5.58" charge=+1 gap_ev="6.80 / 7.22"
C 1.486 -0.660 0.201
C -0.507 1.354 -0.251
C -0.900 -0.034 -0.471
H -1.692 -0.430 1.475
N 1.753 0.606 0.371
H -1.803 -1.801 0.324
H 1.229 2.556 0.467
C 0.917 1.548 0.243
C -1.800 -0.722 0.435
H -0.658 -0.505 -1.412
H 1.972 -2.567 -0.129
H -1.149 1.853 0.483
N 2.290 -1.606 -0.111
H 3.279 -1.452 -0.319
I -3.864 -0.073 -0.126
H -0.554 1.934 -1.180

(3)
15
Properties=species:S:1:pos:R:3 method="wB97M-V/def2-TZVPD" fmax_ha_per_bohr=0.0411 smiles="CC(=O)N(C)/N=N/O" e_tot_ev=-11786.679 e_above_lowest_kj_mol=447.1 lumo_energy_ev=0.86 gap_ev=9.92
H 0.469 -2.415 0.185
H -1.240 -2.678 -0.028
N 0.235 1.627 -0.337
C 1.567 0.022 0.781
C -0.509 -1.961 0.359
C -0.642 -0.636 -0.355
H -1.780 3.187 -1.772
O -1.010 3.215 -1.180
H 2.148 -0.772 0.305
N 0.403 0.304 -0.043
H 1.252 -0.313 1.773
H -0.678 -1.847 1.432
H 2.188 0.916 0.896
N -0.895 1.882 -0.797
O -1.510 -0.530 -1.218

(4)
19
Properties=species:S:1:pos:R:3 method="wB97M-V/def2-TZVPD" fmax_ha_per_bohr=0.0497 smiles="C#CC(C)=O.N=C=C1CC1" e_tot_ev=-11973.463 e_above_lowest_kj_mol=616.1 lumo_energy_ev=0.44 gap_ev=9.14
C 0.196 -0.979 0.805
H 0.535 2.921 1.357
H 0.723 -0.352 -3.189
O 2.572 0.041 -1.211
H 0.380 0.769 2.008
H 2.633 -2.585 -0.500
C 0.758 2.360 0.518
H -1.883 -0.916 1.338
C 1.439 0.391 -1.227
C 1.064 -1.841 0.422
C -0.126 -0.186 2.054
C 0.913 1.456 -0.275
H -0.231 0.855 -2.361
H -1.318 0.358 0.234
C 0.393 0.031 -2.203
H -0.497 -0.732 2.981
N 1.754 -2.775 0.060
C -1.083 -0.332 0.961
H -0.281 -0.737 -1.859